Entry from the OMol25 dataset: HI2PS as an isolated structure (ωB97M-V with the def2-TZVPD basis set).

Its multiplicity is 1. For the HOMO energy (alpha / beta), the calculation gives -8.82 / -8.84 eV. The gap between HOMO and LUMO (alpha / beta) comes out at 6.49 / 6.53 eV.

Last column: Löwdin charge in e.
Cartesian coordinates (Å):
P (0.70, -0.44, 0.16)  -0.13
S (0.06, 1.52, 0.41)  0.13
I (-0.97, -2.03, -2.01)  -0.17
I (-0.85, -1.24, 1.86)  0.27
H (1.07, 2.19, -0.41)  -0.10


Entry from the OMol25 dataset: a single HIO molecule (ωB97M-V with the def2-TZVPD basis set).

Its multiplicity is 1. For the HOMO energy, the calculation gives -10.07 eV. The gap between HOMO and LUMO comes out at 7.98 eV.

Last column: Löwdin charge in e.
Cartesian coordinates (Å):
O (-0.53, 0.52, 0.01)  -0.60
I (1.62, -0.22, 0.01)  0.62
H (-1.09, -0.30, -0.01)  -0.02


Entry from the OMol25 dataset: a 2-piece molecular cluster, HN2O3 overall (ωB97M-V with the def2-TZVPD basis set).

Its multiplicity is 1. For the HOMO energy (alpha / beta), the calculation gives -17.82 / -17.82 eV. The gap between HOMO and LUMO (alpha / beta) comes out at 10.12 / 10.12 eV. As for the total charge: +1.

Last column: Löwdin charge in e.
Cartesian coordinates (Å):
N (-0.07, -0.66, -0.85)  -0.14
N (-0.16, 1.18, 1.10)  0.31
O (0.38, 1.52, 1.97)  0.38
O (0.39, -0.45, 0.30)  0.00
O (-0.84, 0.02, -1.42)  0.21
H (0.31, -1.60, -1.11)  0.24


Entry from the OMol25 dataset: an isolated ion of composition HN2O3S and charge -1 (ωB97M-V with the def2-TZVPD basis set).

Its multiplicity is 1. For the HOMO energy (alpha / beta), the calculation gives -4.45 / -4.45 eV. The gap between HOMO and LUMO (alpha / beta) comes out at 7.79 / 7.79 eV. As for the total charge: -1.

Last column: Löwdin charge in e.
Cartesian coordinates (Å):
N (0.12, 0.51, -0.40)  -0.26
S (-1.40, 0.60, 0.09)  0.38
O (-1.56, 0.61, 1.52)  -0.40
O (-2.08, 1.79, -0.52)  -0.45
N (-2.62, -0.60, -0.55)  -0.13
O (-2.56, -1.79, -0.30)  -0.09
H (0.78, 0.13, 0.28)  -0.04


E_tot across the listed records, respectively: -1335.52384, -373.46915, -335.32677, -733.95674 Eh.